1.
The following is a quantum chemistry calculation of a cluster of 2 separate species, C9H17INO4 in total in a non-equilibrium geometry, from the Open Molecules 2025 dataset.

```
32
C9H17INO4 the ωB97M-V functional and the def2-TZVPD basis
H 2.752 -4.407 -0.437
H -1.949 2.442 -0.166
H 0.811 -1.880 -0.084
H 2.177 -4.011 1.357
N -0.333 -3.782 0.239
C 2.299 -3.572 0.258
H -1.276 -2.354 1.590
O -0.581 2.894 2.753
C -0.498 4.810 -1.160
O -1.547 -0.536 -0.410
I 0.887 -3.428 -2.497
C -1.513 -2.893 0.562
H 3.002 -1.527 -0.561
H 1.314 3.689 -0.953
C 0.838 -3.022 -0.343
H -0.594 -4.619 -0.326
H -2.722 3.539 1.009
H -0.445 4.866 -2.251
H -2.453 1.814 1.382
O -2.707 -2.129 -1.831
C -0.727 3.032 1.542
C 0.265 3.604 -0.649
H -1.550 4.776 -0.866
H 3.136 -1.709 1.362
H 4.451 -2.573 0.169
H -2.463 -3.591 0.737
C -2.036 2.696 0.888
H -0.101 2.662 -1.069
C -1.927 -1.828 -0.613
O 0.261 3.566 0.789
C 3.311 -2.261 0.321
H -0.081 5.732 -0.740
```

For the total energy, the calculation gives -27387.56088 eV. The calculation puts the HOMO-LUMO gap at 7.041 eV. Its net charge is -1. For the HOMO energy, the calculation gives -4.29 eV.

2.
The following is a quantum chemistry calculation of a structure of composition C4H6EuO in a non-equilibrium geometry, from the Open Molecules 2025 dataset.

```
12
C4H6EuO the ωB97M-V functional and the def2-TZVPD basis
H -0.015 -0.956 1.038
H -0.382 -0.861 -1.136
H 0.070 1.747 -1.052
H 2.023 -1.196 1.223
O -2.102 0.359 -0.893
H 1.053 -0.083 2.249
C 1.255 0.509 0.227
C 1.150 -0.530 1.249
Eu -4.532 -0.442 -1.622
H 2.263 0.759 -0.114
C 0.220 0.729 -0.681
C -1.003 -0.035 -0.489
```

For the total energy, the calculation gives -25609.62998 eV. The calculation puts the HOMO-LUMO gap (spin up / spin down) at 4.946 / 8.505 eV. The calculation puts the energy above the lowest of the compared OMol25 structures with the same formula, charge and spin at 2.9 kcal/mol. Its net charge is +1. The spin multiplicity is 9. For the HOMO energy (spin up / spin down), the calculation gives -9.47 / -13.02 eV.

3.
The following is a quantum chemistry calculation of an isolated molecule of C6H8N2O in a non-equilibrium geometry, from the Open Molecules 2025 dataset.

```
17
C6H8N2O the ωB97M-V functional and the def2-TZVPD basis
H 0.374 -0.500 -2.353
H -1.133 -1.830 0.996
N 0.215 3.189 1.684
N 1.949 0.609 -0.673
C -1.094 -1.207 0.125
H -1.742 0.019 1.662
H -2.241 0.761 -0.005
C 0.079 2.240 1.079
C -0.104 0.942 0.576
H -1.869 -1.629 -0.470
C 0.280 -1.164 -0.450
C -1.429 0.252 0.604
H 0.896 -2.018 -0.124
H 2.200 1.505 -0.257
H 2.729 -0.009 -0.343
O 0.200 -1.384 -1.888
C 0.689 0.223 -0.162
```

For the total energy, the calculation gives -11378.01813 eV. The calculation puts the HOMO-LUMO gap at 9.869 eV. As for the SMILES: N#CC1=C(N)[C@H](O)CC1. The calculation puts the energy above the lowest of the compared OMol25 structures with the same formula, charge and spin at 30.6 kcal/mol. Its net charge is 0. For the HOMO energy, the calculation gives -9.41 eV.

4.
The following is a quantum chemistry calculation of an isolated molecule of C20H23N3O2 in a non-equilibrium geometry, from the Open Molecules 2025 dataset.

```
48
C20H23N3O2 the ωB97M-V functional and the def2-TZVPD basis
C 1.302 -1.823 1.299
H 0.890 0.196 -4.539
C -1.849 -0.211 -2.977
H -2.404 0.392 -2.141
H 1.423 -2.358 -3.530
C -1.523 -1.630 -2.546
C 2.468 -1.540 1.957
H 3.436 -1.414 3.783
O 2.835 -1.354 6.115
C -1.455 3.027 -1.051
H -1.790 -2.504 -3.116
C 0.149 -0.618 -4.129
C -2.537 4.304 -3.243
H -3.844 5.347 -1.766
N -0.105 -1.524 -0.609
C 1.056 -1.673 0.001
C 2.796 -1.581 7.459
C 0.244 -1.738 2.168
C 2.704 -1.593 3.359
H -0.306 -1.225 -4.928
N -0.855 0.262 -3.476
H -2.723 -0.300 -3.692
H -2.391 4.438 0.055
H 3.282 -1.469 1.352
H -0.961 2.330 -0.398
H -0.702 -1.768 4.086
C 0.226 -1.457 3.565
C 0.675 -1.517 -2.926
H -0.035 0.779 -1.559
H -3.120 4.677 -4.104
H 3.949 -1.461 7.663
C 1.566 -1.597 4.118
O 0.383 -1.649 6.500
C -1.696 3.133 -3.547
H 2.394 -2.399 7.789
H 2.374 -0.695 7.723
C -1.244 2.576 -2.399
C -2.945 4.633 -2.013
H -1.558 2.666 -4.423
H 0.505 1.846 -3.143
H 2.037 -1.459 -0.741
C -0.280 1.379 -2.544
H -0.763 -1.626 1.652
N -0.276 -1.629 -1.886
C 1.449 -1.591 5.703
C -2.333 4.141 -0.819
H 1.625 -0.834 -2.621
H -2.078 -1.890 -1.480
```

For the total energy, the calculation gives -29664.56795 eV. The calculation puts the HOMO-LUMO gap at 7.143 eV. As for the SMILES: COC(=O)c1ccc(/C=N/N2CCN(Cc3ccccc3)CC2)cc1. The calculation puts the energy above the lowest of the compared OMol25 structures with the same formula, charge and spin at 366.9 kcal/mol. Its net charge is 0. For the HOMO energy, the calculation gives -7.54 eV.

5.
The following is a quantum chemistry calculation of a cluster of 2 separate species, C4H12OS in total in a non-equilibrium geometry, from the Open Molecules 2025 dataset.

```
18
C4H12OS the ωB97M-V functional and the def2-TZVPD basis
H -2.133 -0.382 -0.546
C -0.997 -2.030 1.388
H 1.138 1.132 1.396
H -2.811 -1.314 -1.720
H 2.391 2.478 1.195
H -0.659 -2.893 1.944
O 0.830 0.695 -1.116
C -1.899 -1.304 -1.113
H -0.144 -1.411 1.147
C 1.381 1.901 -0.606
S -1.725 -2.739 -0.106
H -1.097 -0.908 -1.719
H 0.609 2.672 -0.526
H 0.122 0.859 -1.752
H 2.641 0.815 0.672
H 2.190 2.269 -1.242
H -1.743 -1.443 1.920
C 1.909 1.604 0.785
```

For the total energy, the calculation gives -17224.52004 eV. The calculation puts the HOMO-LUMO gap at 9.211 eV. As for the SMILES: CCO.CSC. The calculation puts the energy above the lowest of the compared OMol25 structures with the same formula, charge and spin at 23.6 kcal/mol. Its net charge is 0. For the HOMO energy, the calculation gives -8.41 eV.

6.
The following is a quantum chemistry calculation of a cluster of 2 separate species, CH6S in total in a non-equilibrium geometry, from the Open Molecules 2025 dataset.

```
8
CH6S the ωB97M-V functional and the def2-TZVPD basis
S -1.105 -0.983 -0.804
H -0.795 -0.681 0.443
H -2.143 -0.184 -0.749
H 1.124 1.108 1.304
H 2.832 0.882 1.199
H 2.182 2.352 2.126
H 2.107 2.208 0.377
C 2.066 1.647 1.315
```

For the total energy, the calculation gives -11969.24788 eV. The calculation puts the HOMO-LUMO gap at 10.752 eV. As for the SMILES: C.S. The calculation puts the energy above the lowest of the compared OMol25 structures with the same formula, charge and spin at 2.5 kcal/mol. Its net charge is 0. For the HOMO energy, the calculation gives -9.84 eV.

7.
The following is a quantum chemistry calculation of a cluster of 2 separate species, C4H6O2 in total in a non-equilibrium geometry, from the Open Molecules 2025 dataset.

```
12
C4H6O2 the ωB97M-V functional and the def2-TZVPD basis
H -2.643 -0.683 -0.048
O 0.623 1.755 0.633
C -1.553 -0.614 0.121
H 1.960 -0.697 -0.871
C -1.093 -0.418 1.406
H -0.131 -0.824 1.709
H 2.310 1.040 -1.244
H -1.769 -0.095 2.194
H 0.882 0.185 -1.954
O -0.806 -0.695 -0.900
C 1.536 0.281 -1.089
C 0.684 0.764 0.043
```

For the total energy, the calculation gives -8336.21907 eV. The calculation puts the HOMO-LUMO gap (spin up / spin down) at 6.804 / 6.813 eV. The calculation puts the energy above the lowest of the compared OMol25 structures with the same formula, charge and spin at 97.8 kcal/mol. Its net charge is 0. For the HOMO energy (spin up / spin down), the calculation gives -7.65 / -7.65 eV.

8.
The following is a quantum chemistry calculation of an isolated molecule of C21H22N2O3S2, from the Open Molecules 2025 dataset.

```
50
C21H22N2O3S2 the ωB97M-V functional and the def2-TZVPD basis
H -0.405 0.309 -0.946
H -2.585 -0.273 -1.972
H -0.340 -1.153 1.832
C 2.247 0.065 0.045
H -5.466 1.005 1.809
H -6.835 -0.897 1.469
O -0.051 -1.435 -1.371
C 3.238 3.571 -0.991
S 2.017 -4.017 1.171
C -3.745 1.506 0.648
H 4.687 4.845 -0.062
S 0.059 -2.137 -0.116
C -6.307 -1.288 0.603
C 1.514 -3.131 -0.210
C 3.362 -4.643 0.300
C -2.929 1.164 -0.419
C -1.689 1.960 -0.740
H 1.862 2.099 -1.707
H -1.643 2.872 -0.141
C 0.122 1.289 0.756
C 2.336 -3.318 -1.278
H 4.194 0.982 1.684
C -4.839 0.722 0.975
H 2.965 4.298 -1.742
H 4.164 -4.466 -1.691
C 1.102 0.138 1.062
H 2.939 -0.721 0.358
H 1.848 -0.193 -0.936
H 1.521 0.350 2.054
C 3.925 1.709 0.932
C 2.617 2.335 -0.971
C 4.548 2.944 0.913
O -1.038 -2.948 0.307
H 2.170 -2.844 -2.228
C 4.204 3.879 -0.049
C 3.404 -4.191 -0.983
H -4.517 -1.662 -1.382
N 0.407 -1.139 1.156
H -7.002 -1.341 -0.234
H -5.975 -2.302 0.824
H 5.301 3.178 1.651
H -1.653 2.215 -1.803
C -5.133 -0.425 0.253
N -0.515 1.168 -0.418
C -3.220 0.015 -1.147
H 4.044 -5.311 0.786
H -3.520 2.388 1.231
C -4.307 -0.768 -0.813
O -0.037 2.204 1.539
C 2.954 1.393 -0.009
```

For the total energy, the calculation gives -52927.51398 eV. The calculation puts the HOMO-LUMO gap at 9.020 eV. As for the SMILES: Cc1ccc(CNC(=O)[C@H](Cc2ccccc2)NS(=O)(=O)c2cccs2)cc1. The calculation puts the energy above the lowest of the compared OMol25 structures with the same formula, charge and spin at 0.0 kcal/mol. Its net charge is 0. For the HOMO energy, the calculation gives -8.74 eV.

9.
The following is a quantum chemistry calculation of a cluster of 9 separate species, C39H60F24O9 in total in a non-equilibrium geometry, from the Open Molecules 2025 dataset.

```
132
C39H60F24O9 the ωB97M-V functional and the def2-TZVPD basis
C -12.577 -4.265 -3.581
C -9.781 -4.992 1.346
C -9.088 1.258 -1.526
C -5.805 2.316 -3.352
F -13.409 5.844 -4.173
F -5.885 -2.343 -5.173
H -6.561 3.066 -3.109
C -14.719 1.228 4.025
H -8.575 1.548 -2.438
H -11.883 3.583 0.731
C -8.071 -1.463 -5.605
O -10.969 4.975 2.818
H -12.709 -5.991 -1.366
H -4.820 1.365 -5.042
H -3.826 1.879 -2.589
H -17.581 1.431 3.876
C -11.052 5.430 1.465
O -11.042 0.637 -0.421
O -8.018 -3.866 2.409
H -12.720 0.917 -5.257
H -8.123 -0.670 -0.742
H -7.242 3.071 2.529
F -13.880 1.364 -2.243
H -9.978 -0.623 0.708
H -12.833 -6.454 -3.575
O -3.881 3.674 -3.568
F -10.100 0.670 -4.844
H -10.669 -1.400 -0.783
F -14.804 -1.995 2.780
H -6.204 1.360 -3.010
C -13.915 3.644 -2.527
F -15.283 2.037 -3.733
H -13.627 5.676 2.339
C -17.203 1.253 4.885
H -6.176 2.249 -5.532
C -13.188 4.708 2.097
F -15.279 2.420 -0.226
H -7.268 -3.425 -6.135
H -8.695 1.753 -0.634
H -10.801 -3.089 1.533
H -4.701 3.113 -1.682
H -7.983 1.943 1.361
C -15.734 1.713 5.050
C -10.217 -0.501 -0.350
H -14.939 1.758 3.093
C -15.832 2.320 -1.449
C -13.153 -0.470 2.092
H -9.215 3.099 3.812
F -15.561 -0.237 1.807
F -12.893 0.867 2.090
H -13.020 -0.834 1.071
F -18.009 1.944 5.735
H -6.904 1.142 3.966
F -10.777 3.619 -4.869
C -8.386 -4.426 1.156
F -10.713 5.759 -5.353
C -12.225 4.463 3.269
H -10.109 5.179 0.982
H -13.274 3.520 -1.650
H -13.532 -2.560 -2.638
O -13.620 -4.205 -1.456
C -12.073 0.587 -6.075
H -11.499 -4.412 -3.661
H -9.655 0.943 4.533
C -13.386 -5.530 -3.399
H -8.254 -3.700 0.349
H -12.645 4.960 -0.005
H -10.838 2.590 -1.079
C -4.519 2.719 -2.682
F -16.749 3.317 -1.553
O -13.080 3.743 -3.659
H -7.707 -5.254 0.932
H -11.175 -4.123 2.850
F -12.927 -0.174 -6.814
H -14.345 -5.539 -3.912
F -11.746 5.375 -2.835
H -11.113 1.473 -2.378
C -14.784 2.353 -2.525
H -9.218 -2.231 3.005
C -12.198 4.610 0.929
H -14.467 -6.078 -1.584
C -12.878 -3.388 -2.359
C -6.892 -2.405 -6.034
C -14.587 -0.678 2.620
H -6.642 0.395 2.429
C -11.515 4.708 -5.100
H -9.068 -0.737 -2.193
C -10.818 -0.189 -5.631
C -10.605 1.580 -1.415
H -14.444 4.576 -2.320
H -12.057 3.394 3.436
H -10.633 0.594 3.043
C -10.017 -0.658 -6.834
C -7.903 2.211 2.420
H -10.687 -0.993 -7.626
H -11.946 -3.026 -1.919
C -5.381 2.267 -4.784
F -12.220 -1.058 2.859
C -10.351 -3.832 2.195
C -7.398 0.928 3.006
H -5.058 4.317 -5.229
C -9.712 0.999 3.443
H -13.738 1.658 4.236
H -12.580 4.924 4.191
F -6.434 -2.033 -7.266
F -11.156 -1.183 -4.794
C -13.563 -5.554 -1.895
F -15.658 3.051 5.182
F -8.500 -1.794 -4.389
H -13.979 3.958 2.137
F -7.629 -0.201 -5.567
O -14.762 -0.193 3.930
H -12.847 -3.774 -4.518
H -3.636 3.286 -5.586
H -10.271 -5.185 0.391
C -9.004 -0.241 -1.221
H -11.329 6.486 1.439
H -9.472 0.142 -7.338
C -9.294 2.402 2.976
H -12.174 4.649 -5.972
F -15.364 1.261 6.302
F -17.355 -0.046 5.206
H -9.871 -5.897 1.946
H -9.970 2.842 2.247
C -12.431 4.939 -3.907
C -9.187 -3.323 3.004
H -16.408 1.392 -1.534
C -4.444 3.483 -4.882
H -9.217 -3.677 4.036
O -9.098 -1.708 -6.515
O -8.566 0.166 3.126
F -11.772 1.697 -6.798
```

For the total energy, the calculation gives -125059.52632 eV. The calculation puts the HOMO-LUMO gap at 9.603 eV. As for the SMILES: FC(F)C(F)(F)COC(F)(F)C(F)F.FC(F)C(F)(F)COC(F)(F)C(F)F.FC(F)C(F)(F)COC(F)(F)C(F)F.C1CCOC1.C1CCOC1.C1CCOC1.C1CCOC1.C1CCOC1.C1CCOC1. Its net charge is 0. For the HOMO energy, the calculation gives -9.32 eV.

10.
The following is a quantum chemistry calculation of the ion CH3ClO2P with charge -1 in a non-equilibrium geometry, from the Open Molecules 2025 dataset.

```
8
CH3ClO2P the ωB97M-V functional and the def2-TZVPD basis
C -0.976 0.236 -0.010
O 1.041 -1.117 1.294
H -0.992 1.164 0.548
P 0.694 -0.525 -0.006
O 1.032 -1.181 -1.277
H -1.301 0.376 -1.034
Cl 2.094 1.558 -0.006
H -1.591 -0.511 0.492
```

For the total energy, the calculation gives -26996.40194 eV. The calculation puts the HOMO-LUMO gap at 9.552 eV. As for the SMILES: C[P@](=O)([O-])Cl. The calculation puts the energy above the lowest of the compared OMol25 structures with the same formula, charge and spin at 0.0 kcal/mol. Its net charge is -1. For the HOMO energy, the calculation gives -5.45 eV.

11.
The following is a quantum chemistry calculation of an isolated molecule of C2HNO in a non-equilibrium geometry, from the Open Molecules 2025 dataset.

```
5
C2HNO the ωB97M-V functional and the def2-TZVPD basis
H -0.903 0.915 -0.072
C 0.906 0.070 0.344
O -1.260 -1.073 -0.755
C -0.726 -0.118 -0.299
N 1.983 0.205 0.781
```

For the total energy, the calculation gives -5625.26286 eV. The calculation puts the HOMO-LUMO gap at 11.047 eV. As for the SMILES: N#CC=O. The calculation puts the energy above the lowest of the compared OMol25 structures with the same formula, charge and spin at 30.4 kcal/mol. Its net charge is 0. For the HOMO energy, the calculation gives -11.85 eV.

12.
The following is a quantum chemistry calculation of a structure of composition C4H8ClNS in a non-equilibrium geometry, from the Open Molecules 2025 dataset.

```
15
C4H8ClNS the ωB97M-V functional and the def2-TZVPD basis
H -0.333 -2.335 0.710
H 1.195 -0.711 1.788
H 1.312 0.870 1.001
C 0.648 0.033 1.246
C 0.002 -0.490 -0.081
S 0.671 0.674 -2.091
H 2.106 -0.934 -0.751
N -0.856 -1.699 0.108
H 0.767 -1.687 -1.701
H -1.579 0.141 -1.386
H -0.918 1.526 -0.412
C -0.700 0.594 -0.936
Cl -0.710 0.571 2.257
H -1.729 -1.418 0.636
C 1.134 -0.812 -1.156
```

For the total energy, the calculation gives -29125.00542 eV. The calculation puts the HOMO-LUMO gap at 9.556 eV. The calculation puts the energy above the lowest of the compared OMol25 structures with the same formula, charge and spin at 0.1 kcal/mol. Its net charge is 0. For the HOMO energy, the calculation gives -8.72 eV.